{"formula": "C3H6N2O", "method": "ωB97M-V/def2-TZVPD", "symbols": ["C", "C", "N", "C", "N", "H", "H", "H", "H", "O", "H", "H"], "xyz": [[0.3793, -0.0465, -0.3724], [-0.1290, 1.1318, 0.1671], [1.0211, 1.8577, 0.4040], [2.1076, 1.0904, 0.1425], [1.7381, -0.0930, -0.2902], [-0.0911, -0.9515, -0.7036], [-1.0564, 1.6729, 0.1609], [1.1267, 2.6565, 1.0085], [3.0808, 1.5502, 0.1916], [-2.5231, -2.8260, -0.5702], [-3.4729, -2.8671, -0.3810], [-2.1811, -3.1754, 0.2429]], "nbo_charge": [-0.09, -0.13, -0.52, 0.16, -0.46, 0.22, 0.22, 0.41, 0.19, -0.93, 0.46, 0.46], "homo_energy_ev": -8.7612, "smiles": "c1c[nH]cn1.O", "gap_ev": 9.643, "molar_mass_g_mol": 86.09, "e_above_lowest_ev": 1.212}

---

{"formula": "C2H18O9Sn", "method": "ωB97M-V/def2-TZVPD", "symbols": ["Sn", "O", "C", "C", "O", "H", "H", "H", "H", "O", "H", "H", "O", "H", "H", "O", "H", "H", "O", "H", "H", "O", "H", "H", "O", "H", "H", "O", "H", "H"], "xyz": [[7.0652, 10.9207, -4.9250], [4.9084, 10.2447, -3.8612], [4.6773, 11.1125, -2.7218], [6.0645, 11.3266, -2.0247], [6.8749, 12.2251, -2.7844], [4.0151, 10.6743, -2.0941], [4.2199, 12.0253, -3.0587], [6.6508, 10.3707, -1.9688], [5.9969, 11.6750, -0.9714], [8.7547, 9.5368, -6.6449], [8.4523, 8.6336, -6.4451], [8.4664, 9.8017, -7.5016], [9.3733, 10.7989, -4.0937], [9.6749, 11.5632, -3.6965], [9.9975, 10.6291, -4.7615], [7.4978, 8.4258, -3.6624], [6.9748, 7.6589, -3.5987], [7.5500, 8.6797, -2.7756], [5.8671, 13.2339, -5.1985], [6.2349, 14.1211, -5.1548], [5.0420, 13.2631, -5.6687], [5.9203, 8.9122, -6.0528], [5.0701, 8.7494, -5.5890], [5.6716, 8.9920, -6.9845], [5.9868, 11.4419, -7.3941], [5.1737, 11.1230, -7.7761], [6.5182, 11.3242, -8.1319], [8.6112, 12.7034, -6.2420], [9.1225, 13.0799, -5.5141], [9.1372, 12.5826, -7.0072]], "nbo_charge": [1.41, -1.01, -0.09, -0.07, -0.98, 0.14, 0.14, 0.09, 0.14, -0.95, 0.51, 0.47, -0.92, 0.48, 0.48, -0.92, 0.48, 0.48, -0.93, 0.49, 0.48, -0.96, 0.52, 0.46, -0.90, 0.47, 0.46, -0.94, 0.49, 0.48], "homo_energy_ev": -6.0595, "gap_ev": 5.592, "molar_mass_g_mol": 304.87, "e_above_lowest_ev": 0.975}

---

{"formula": "C16H43BiClO6Si2", "method": "ωB97M-V/def2-TZVPD", "symbols": ["O", "O", "C", "C", "H", "H", "H", "H", "H", "C", "C", "H", "H", "H", "H", "H", "C", "C", "C", "H", "H", "H", "H", "H", "C", "H", "H", "H", "H", "H", "H", "Bi", "C", "Si", "H", "H", "C", "C", "C", "C", "Si", "H", "H", "C", "C", "C", "H", "H", "H", "H", "H", "H", "H", "H", "H", "H", "H", "H", "H", "H", "H", "H", "H", "H", "O", "Cl", "O", "O", "O"], "xyz": [[-1.0971, -2.3036, -3.9453], [-2.6137, -0.7108, -4.9219], [0.2262, -2.8045, -3.6409], [0.7232, -2.7307, -2.1968], [0.9611, -2.2931, -4.2844], [0.1809, -3.8802, -3.9415], [0.6602, -1.7326, -1.7594], [1.7690, -3.0829, -2.2490], [0.2052, -3.4565, -1.5477], [-1.9364, -2.4795, -2.8942], [-3.1665, -3.1217, -3.1077], [-1.7249, -0.1170, -0.1895], [-1.6544, -2.0285, -1.9536], [-3.9915, -2.4418, -3.4305], [-3.4377, -3.5791, -2.1325], [-3.0582, -3.9020, -3.8841], [-3.5151, 0.5388, -4.7540], [-2.2892, -1.2219, -6.2856], [-3.8873, 0.5489, -3.3313], [-4.3222, 0.3269, -5.4999], [-2.9415, 1.4176, -5.0574], [-4.6811, -0.1571, -3.1067], [-4.2868, 1.5204, -3.0810], [-3.0713, 0.3875, -2.6523], [-3.2054, -2.3577, -6.6846], [-1.2298, -1.5031, -6.2244], [-2.4082, -0.3151, -6.9011], [-2.9640, -3.2742, -6.1437], [-2.9331, -2.5583, -7.7225], [-4.2617, -2.1260, -6.6796], [-1.8654, -1.0592, -4.3660], [-0.1911, 1.7439, -1.1413], [-0.1374, 1.0636, -3.4206], [0.6326, 1.1996, -5.1424], [-1.2380, 1.4140, -3.4200], [-0.0976, 0.0153, -3.1755], [1.6199, -0.1882, -6.0596], [1.9325, 2.4488, -4.4708], [-0.4173, 2.1976, -6.3871], [1.5352, 0.4021, -0.6510], [3.0096, 1.3425, -0.0182], [1.7102, -0.1026, -1.6142], [1.1529, -0.3386, 0.0735], [3.7911, 2.5251, -1.2468], [4.3628, 0.1402, 0.5268], [2.5140, 2.5068, 1.3594], [0.2369, 2.9217, -6.9075], [-1.1598, 2.7597, -5.7972], [-0.8997, 1.5532, -7.1458], [2.5226, -0.4715, -5.4964], [2.0052, 0.1907, -7.0250], [1.0076, -1.0765, -6.2747], [2.5939, 2.0048, -3.7075], [1.3808, 3.3189, -4.0755], [2.5693, 2.8272, -5.2682], [4.7256, -0.4553, -0.3266], [3.9940, -0.5553, 1.2964], [5.2181, 0.7001, 0.9419], [2.0693, 1.9576, 2.1940], [1.8031, 3.2770, 1.0324], [3.4200, 3.0085, 1.7137], [4.5587, 3.0688, -0.6681], [3.0780, 3.2682, -1.6327], [4.2810, 2.0069, -2.0814], [0.5205, 0.0584, 2.2144], [-0.7375, 0.8421, 2.2382], [-1.8998, 0.0170, 1.7874], [-1.3745, 0.0513, -1.0933], [-0.5727, 1.9538, 1.0943]], "nbo_charge": [-0.60, -0.57, -0.07, -0.65, 0.19, 0.20, 0.23, 0.24, 0.23, 0.12, -0.71, 0.52, 0.21, 0.21, 0.25, 0.22, -0.02, -0.06, -0.69, 0.23, 0.21, 0.24, 0.25, 0.27, -0.65, 0.22, 0.20, 0.23, 0.24, 0.23, 0.57, 1.76, -1.02, 1.54, 0.22, 0.25, -1.08, -1.07, -1.10, -1.30, 1.64, 0.22, 0.29, -1.12, -1.11, -1.12, 0.27, 0.23, 0.23, 0.25, 0.27, 0.22, 0.24, 0.23, 0.24, 0.23, 0.25, 0.24, 0.25, 0.23, 0.24, 0.25, 0.22, 0.23, -0.81, 1.85, -0.83, -1.15, -0.93], "homo_energy_ev": [-11.6594, -10.5461], "charge": 1, "gap_ev": [9.245, 4.529], "molar_mass_g_mol": 632.12, "e_above_lowest_ev": 1.114}

---

{"formula": "C44H85FO22P4S", "method": "ωB97M-V/def2-TZVPD", "symbols": ["C", "C", "C", "S", "O", "C", "O", "C", "F", "C", "C", "O", "C", "C", "O", "C", "C", "C", "C", "C", "C", "C", "C", "C", "C", "C", "C", "C", "C", "C", "O", "C", "C", "O", "C", "C", "C", "C", "C", "C", "H", "H", "H", "H", "H", "H", "H", "H", "H", "H", "H", "H", "H", "H", "H", "H", "H", "H", "H", "H", "H", "H", "H", "H", "H", "H", "H", "H", "H", "H", "H", "H", "H", "H", "H", "H", "H", "H", "H", "H", "H", "H", "H", "H", "H", "H", "H", "H", "H", "C", "O", "P", "O", "O", "C", "O", "C", "H", "H", "H", "H", "H", "H", "H", "H", "H", "C", "O", "P", "O", "O", "C", "O", "C", "H", "H", "H", "H", "H", "H", "H", "H", "H", "C", "O", "P", "O", "O", "C", "O", "C", "H", "H", "H", "H", "H", "H", "H", "H", "H", "C", "O", "P", "O", "O", "C", "O", "C", "H", "H", "H", "H", "H", "H", "H", "H", "H"], "xyz": [[2.6080, -1.4306, 1.4453], [1.7680, -1.7041, 2.2974], [0.4932, -2.2087, 3.0686], [0.5374, -4.0529, 3.1605], [0.8369, -1.8158, 4.4546], [0.5615, -0.4035, 4.5144], [1.0552, 0.2349, 5.4112], [-0.4423, 0.0301, 3.3328], [-1.6767, 0.6167, 3.7932], [0.0316, 1.0794, 2.2534], [0.8074, 2.2786, 2.9545], [0.4777, 3.5817, 2.4297], [0.1257, 4.5034, 3.4991], [1.3565, 4.9242, 4.4027], [2.3432, 5.7572, 3.7506], [1.7029, 7.0241, 3.5349], [1.3684, 7.9753, 4.6621], [0.6605, 9.2520, 4.3314], [0.3068, 9.5751, 2.9059], [-0.5019, 10.9531, 2.6667], [0.2713, 12.0821, 3.5210], [-0.3130, 11.3108, 1.1292], [-1.9977, 10.6689, 3.1508], [-3.1624, 11.3863, 2.3527], [-2.9866, 12.9737, 2.1813], [-3.5495, 10.6484, 0.9670], [-4.4886, 11.2147, 3.2711], [0.6652, 8.6313, 1.8021], [1.3834, 7.3277, 2.0811], [-0.8943, -1.4366, 2.8993], [-1.6130, -1.8665, 4.0926], [-2.6486, -2.8205, 3.7831], [-3.1008, -3.4384, 5.2056], [-1.7189, -1.6519, 1.7812], [-1.0255, -1.5464, 0.5224], [-2.0417, -2.1226, -0.5874], [-2.1726, -3.6936, -0.2370], [-1.5321, -1.8566, -2.0657], [-2.1609, -0.4296, -2.5243], [-2.0309, -2.9161, -3.1370], [3.3161, -1.1808, 0.6064], [-0.2382, -4.3192, 4.2886], [0.7054, 0.6556, 1.4471], [-0.8665, 1.5465, 1.7251], [0.5658, 2.2851, 4.0594], [1.9401, 2.1428, 2.8694], [-0.6510, 4.0463, 4.2090], [-0.4029, 5.3672, 2.9926], [0.9301, 5.3929, 5.3553], [1.9125, 3.9903, 4.7561], [1.6224, 7.6842, 5.7302], [0.3792, 9.9586, 5.1575], [0.3116, 13.0143, 2.8665], [1.3463, 11.7856, 3.7154], [-0.2891, 12.3296, 4.4716], [0.8105, 11.2799, 0.9189], [-0.6262, 12.3745, 0.8692], [-0.7944, 10.5694, 0.4155], [-2.1250, 9.5417, 3.2279], [-2.0696, 11.0488, 4.2305], [-2.2855, 13.3796, 2.9680], [-4.0336, 13.4122, 2.3007], [-2.6672, 13.1863, 1.1188], [-2.9601, 11.0486, 0.0895], [-3.2053, 9.5631, 1.0986], [-4.6640, 10.5934, 0.7980], [-4.4730, 11.9188, 4.1588], [-4.4718, 10.1536, 3.7048], [-5.4360, 11.2838, 2.6531], [0.4071, 8.8203, 0.7164], [1.6821, 6.5934, 1.2753], [-2.3025, -3.7084, 3.1705], [-3.5982, -2.3442, 3.3636], [-4.0315, -4.0697, 5.1168], [-2.1971, -3.9910, 5.5998], [-3.2699, -2.5397, 5.8794], [-0.8122, -0.4759, 0.1955], [-0.0967, -2.1829, 0.4302], [-3.0962, -1.7100, -0.4262], [-2.6629, -3.7919, 0.7922], [-2.8440, -4.2498, -0.9520], [-1.1426, -4.1693, -0.1185], [-0.3981, -1.8249, -2.1414], [-3.1241, -0.7022, -3.0751], [-2.4580, 0.1126, -1.5788], [-1.4381, 0.1338, -3.1805], [-1.7660, -2.6595, -4.2066], [-1.5857, -3.9518, -2.9436], [-3.1626, -3.0731, -3.1171], [-0.8307, 17.7081, -0.8672], [-0.7184, 16.3411, -0.4924], [-0.1454, 15.8771, 0.9241], [0.4011, 14.5151, 0.9205], [-1.3396, 16.0581, 1.9649], [-2.1731, 17.2053, 1.9548], [0.9068, 17.0145, 1.3296], [2.1792, 16.5768, 1.8062], [-0.4973, 17.8100, -1.9007], [-1.8759, 18.0163, -0.8136], [-0.2278, 18.3694, -0.2449], [-2.8990, 17.1209, 1.1444], [-1.5875, 18.1205, 1.8497], [-2.7170, 17.2454, 2.8974], [2.8148, 17.4508, 1.9505], [2.6550, 15.9188, 1.0782], [2.0660, 16.0583, 2.7597], [1.8488, -6.8392, -5.1536], [1.3863, -5.8487, -4.2448], [1.5486, -5.9864, -2.6614], [0.5653, -5.2045, -1.9016], [3.0552, -5.5743, -2.3317], [4.1409, -6.0168, -3.1280], [1.5026, -7.5605, -2.3852], [0.6589, -8.0091, -1.3232], [1.0885, -6.9826, -5.9223], [2.7631, -6.4915, -5.6379], [2.0377, -7.7997, -4.6740], [4.1849, -5.4264, -4.0449], [4.0544, -7.0796, -3.3618], [5.0645, -5.8557, -2.5736], [0.6563, -9.0991, -1.3170], [-0.3637, -7.6633, -1.4760], [1.0357, -7.6486, -0.3641], [0.1650, -11.5722, -6.6933], [-0.1541, -10.7489, -5.5791], [-0.5061, -11.3442, -4.1378], [-1.3214, -10.4423, -3.3136], [0.8873, -11.7122, -3.4602], [1.9260, -12.3556, -4.1871], [-1.1863, -12.7630, -4.4389], [-2.3944, -13.0604, -3.7420], [-0.3463, -11.1758, -7.5718], [1.2398, -11.5355, -6.8780], [-0.1412, -12.6091, -6.5560], [2.4320, -11.6244, -4.8211], [1.5392, -13.1789, -4.7868], [2.6507, -12.7525, -3.4790], [-2.7864, -14.0069, -4.1156], [-3.1393, -12.2833, -3.9180], [-2.1989, -13.1541, -2.6725], [5.5709, -17.5974, -3.9767], [4.6705, -16.5008, -3.8778], [3.1001, -16.6463, -4.1277], [2.4518, -15.3907, -4.5277], [2.4918, -17.2563, -2.7868], [3.1299, -18.3144, -2.0900], [2.9662, -17.8320, -5.1963], [2.0999, -17.6060, -6.3076], [6.4644, -17.2623, -4.5047], [5.8656, -17.9185, -2.9765], [5.1497, -18.4447, -4.5175], [3.9736, -17.9197, -1.5218], [3.4627, -19.0967, -2.7746], [2.4173, -18.7451, -1.3881], [2.1834, -18.4520, -6.9901], [2.3904, -16.7004, -6.8414], [1.0660, -17.5237, -5.9684]], "mulliken_charge": [0.15, -1.28, 1.42, -0.24, -0.46, 0.10, -0.54, 1.52, -0.45, -0.55, -0.68, -0.44, -0.41, -0.24, -0.47, 0.22, -0.83, -0.20, -0.81, 3.30, -1.17, -1.76, -1.59, 1.98, -1.35, -1.39, -1.53, -0.18, -0.69, 0.30, -0.37, -0.22, -1.14, -0.44, -0.15, -0.28, -0.98, 0.80, -1.31, -1.42, 0.39, 0.12, 0.24, 0.28, 0.41, 0.22, 0.28, 0.34, 0.30, 0.29, 0.39, 0.34, 0.00, 0.41, 0.34, 0.54, 0.03, 0.16, 0.51, 0.21, 0.14, 0.43, 0.20, 0.25, 0.29, 0.34, 0.37, 0.36, 0.39, 0.24, 0.34, 0.26, 0.24, 0.37, 0.21, 0.29, -0.08, 0.19, 0.34, 0.18, 0.40, 0.13, 0.32, 0.36, 0.32, 0.31, 0.35, 0.16, 0.35, -0.71, -0.34, 0.76, -0.54, -0.08, -0.70, -0.31, -0.69, 0.26, 0.28, 0.35, 0.25, 0.34, 0.28, 0.25, 0.32, 0.29, -0.67, -0.29, 0.31, -0.14, -0.25, -0.62, -0.18, -0.63, 0.25, 0.28, 0.33, 0.24, 0.29, 0.28, 0.13, 0.31, 0.34, -0.66, -0.32, 0.95, -0.70, -0.31, -0.47, -0.20, -0.71, 0.26, 0.27, 0.34, 0.23, 0.29, 0.27, 0.21, 0.32, 0.30, -0.66, -0.32, 0.61, -0.40, -0.26, -0.60, -0.29, -0.66, 0.25, 0.26, 0.35, 0.24, 0.32, 0.28, 0.23, 0.30, 0.29], "homo_energy_ev": -7.8963, "smiles": "C#C[C@@]1(S)OC(=O)[C@@](F)(CCOCCOc2ccc(C(C)(C)CC(C)(C)C)cc2)[C@@]1(OCC)OC[C@H](C)C(C)C.COP(=O)(OC)OC.COP(=O)(OC)OC.COP(=O)(OC)OC.COP(=O)(OC)OC", "gap_ev": 8.323, "molar_mass_g_mol": 1141.10}